Entry 1:
{"formula": "C14H8Cl2IN2OPtSbSe4", "method": "ωB97M-V/def2-TZVPD", "de_lowest_kcal_mol": 24.61, "e_tot_ev": -323995.4776, "lumo_ev": 3.8161, "charge": -2, "symbols": ["Pt", "Cl", "C", "C", "C", "Cl", "C", "C", "C", "C", "N", "C", "C", "O", "H", "H", "H", "H", "Se", "Sb", "Se", "Se", "Se", "I", "C", "C", "C", "C", "C", "N", "H", "H", "H", "H"], "xyz": [[-1.179653, 0.520043, 0.112828], [0.476906, 0.595145, 5.166426], [1.339177, 0.950445, 3.695497], [2.665883, 1.376073, 3.782025], [3.381436, 1.693102, 2.659504], [5.026782, 2.289544, 2.828899], [2.808863, 1.553765, 1.374850], [3.457418, 1.857845, 0.159669], [2.839085, 1.577257, -1.023163], [1.564961, 0.987949, -1.018202], [0.907619, 0.770871, 0.095782], [1.483371, 1.066261, 1.292937], [0.650085, 0.834507, 2.469695], [-0.569185, 0.552989, 2.353188], [3.130479, 1.462535, 4.755790], [4.439064, 2.313794, 0.181996], [3.310381, 1.803860, -1.969988], [1.063328, 0.695883, -1.929902], [-3.591203, 0.611482, -4.187792], [-3.674671, 1.692723, -2.001197], [-3.537907, 0.027926, -0.042972], [-1.400318, 2.569114, -1.265291], [-5.450959, 3.329844, -1.805780], [0.522110, -2.821141, 1.183535], [-0.834569, -2.719284, -0.434202], [-1.821928, -3.687009, -0.533323], [-2.668642, -3.613446, -1.629041], [-2.468635, -2.622876, -2.573756], [-1.441730, -1.719171, -2.372276], [-0.654463, -1.738837, -1.291184], [-1.925762, -4.450157, 0.225074], [-3.481175, -4.322855, -1.735791], [-3.102149, -2.517957, -3.442735], [-1.264006, -0.920236, -3.081116]], "atomic_forces_ev_per_a": [[0.3, 0.9, -0.1], [0.0, 0.0, 0.0], [0.2, 0.1, 0.0], [-0.1, 0.0, 0.0], [0.0, 0.1, 0.0], [-0.1, 0.0, 0.0], [-0.1, -0.1, 0.1], [0.1, 0.0, 0.0], [0.0, -0.2, -0.1], [0.1, -0.2, -0.2], [-0.3, 0.8, 0.4], [0.2, -0.2, 0.1], [0.1, 0.0, 0.0], [-0.1, -0.7, 0.2], [0.0, 0.0, 0.0], [0.0, 0.0, 0.0], [0.0, 0.0, 0.0], [-0.1, 0.2, 0.0], [0.1, 0.0, 0.1], [-0.2, -0.1, 0.0], [0.0, 0.5, -0.2], [-0.3, -0.8, -0.1], [0.1, -0.1, 0.0], [0.0, 0.0, 0.0], [0.0, 0.0, 0.0], [0.0, 0.0, 0.1], [0.0, 0.0, 0.1], [0.0, -0.1, -0.1], [0.0, 0.2, 0.0], [0.4, -0.6, -0.2], [0.0, 0.0, 0.0], [0.0, 0.0, 0.0], [0.0, 0.1, 0.0], [-0.1, 0.1, 0.0]], "nbo_charge": [0.616, -0.034, -0.197, -0.206, -0.128, -0.071, -0.034, -0.166, -0.263, 0.073, -0.427, 0.062, 0.447, -0.720, 0.222, 0.215, 0.213, 0.232, -0.872, 1.072, -0.582, -0.602, -0.823, 0.091, 0.106, -0.299, -0.164, -0.246, 0.070, -0.489, 0.217, 0.205, 0.243, 0.236]}

***

Entry 2:
{"formula": "C6H30O14S", "method": "ωB97M-V/def2-TZVPD", "e_tot_ev": -46203.2371, "lumo_ev": -0.1151, "symbols": ["O", "C", "C", "O", "S", "O", "O", "C", "C", "C", "C", "O", "H", "H", "H", "H", "H", "H", "H", "H", "H", "H", "H", "H", "O", "H", "H", "O", "H", "H", "O", "H", "H", "O", "H", "H", "O", "H", "H", "O", "H", "H", "O", "H", "H", "O", "H", "H", "O", "H", "H"], "xyz": [[-2.070407, -1.702620, 2.755231], [-1.146243, -2.158756, 1.885595], [-1.392822, -2.115186, 0.232283], [-0.214428, -2.764774, -0.363460], [0.406072, -1.889078, -1.691222], [-0.715311, -2.025793, -2.793819], [0.600962, -0.228370, -1.353758], [1.353586, -0.010630, -0.090626], [1.649560, 1.564832, 0.252775], [0.335324, 2.444564, 0.682802], [-1.085232, 1.627486, 0.676184], [-2.199544, 2.500730, 1.166804], [-0.139101, -2.570921, 2.373052], [-1.567128, -1.000864, -0.122464], [-2.355798, -2.774639, -0.013469], [0.898517, -0.561607, 0.836181], [2.420316, -0.513881, -0.274856], [2.398442, 1.613180, 1.181344], [2.242095, 2.085899, -0.642561], [0.304968, 3.427576, 0.010551], [0.494410, 2.833115, 1.799655], [-1.395306, 1.352720, -0.443400], [-1.061788, 0.665479, 1.372366], [-2.037178, 3.453873, 0.853995], [2.758791, 4.299647, 0.596001], [2.127430, 4.837493, 1.097121], [3.409782, 4.941544, 0.274802], [-2.733140, -0.719616, -4.753622], [-2.105951, -1.184376, -4.179471], [-2.234409, 0.047693, -5.072201], [-0.135837, -0.561351, -6.624308], [-0.420060, -1.343040, -6.127120], [-0.845286, -0.423974, -7.269907], [2.065312, -3.523473, 3.078291], [2.443979, -4.414609, 3.039509], [2.134082, -3.280539, 4.013835], [1.744979, -6.324664, 2.197463], [1.662564, -5.830072, 1.368244], [1.275836, -7.154325, 2.022657], [0.976875, 6.279602, 2.233278], [0.102806, 6.586177, 1.948616], [1.153303, 6.790089, 3.037808], [2.290943, 0.928942, -3.490425], [1.877376, 0.590807, -2.681943], [1.587473, 0.872234, -4.154430], [-0.480800, -0.359677, 4.856313], [-1.070297, 0.045002, 5.510337], [-1.084652, -0.774005, 4.221740], [-3.891170, -1.080925, -0.809247], [-3.973585, -0.586333, -1.638467], [-4.360311, -1.910587, -0.984053]], "atomic_forces_ev_per_a": [[5.3, -2.6, -5.5], [-3.8, 2.1, 3.6], [-1.2, -0.5, 1.8], [-0.4, 3.0, -0.7], [-2.7, -1.5, -3.3], [3.7, 1.3, 4.0], [-1.2, -1.3, 1.5], [2.7, 0.0, 1.2], [0.3, 0.2, -0.1], [0.0, 0.4, 0.7], [-0.2, 0.8, -0.9], [1.8, 0.7, -0.8], [-1.8, 0.7, -1.4], [0.4, -2.5, 0.7], [2.2, 1.7, 0.6], [0.5, 1.0, -1.9], [-2.2, 1.0, 0.5], [-1.6, -0.5, -2.2], [-1.5, -1.3, 1.9], [-0.2, -2.3, 1.3], [-0.4, -0.9, -2.4], [0.9, 0.2, 2.4], [-0.1, 2.3, -1.5], [-0.1, -2.3, 0.5], [0.2, 0.5, 0.0], [0.1, 0.0, 0.0], [-0.2, -0.3, 0.1], [0.3, 0.2, 0.0], [0.0, 0.1, 0.1], [-0.1, -0.3, 0.1], [-0.3, -0.1, 0.0], [0.1, 0.2, -0.1], [0.3, -0.1, 0.2], [0.2, 0.0, 0.3], [-0.3, 0.1, 0.0], [-0.1, 0.0, -0.3], [-0.2, -0.2, -0.5], [0.0, -0.1, 0.2], [0.2, 0.3, 0.2], [-0.3, 0.3, 0.1], [0.3, -0.2, 0.0], [0.0, -0.3, -0.3], [-0.3, -0.1, 0.0], [0.0, 0.2, -0.3], [0.3, 0.0, 0.1], [-0.3, 0.2, 0.2], [0.3, -0.1, -0.3], [0.0, -0.1, 0.0], [-0.4, -0.1, -0.4], [0.0, -0.1, 0.2], [0.1, 0.3, 0.0]], "nbo_charge": [-0.573, 0.363, -0.215, -0.688, 1.685, -0.919, -0.727, -0.133, -0.442, -0.454, -0.084, -0.738, 0.210, 0.268, 0.246, 0.205, 0.207, 0.251, 0.253, 0.220, 0.224, 0.177, 0.196, 0.463, -0.961, 0.492, 0.473, -0.964, 0.490, 0.472, -0.948, 0.477, 0.471, -0.961, 0.488, 0.477, -0.953, 0.476, 0.480, -0.955, 0.478, 0.482, -0.950, 0.472, 0.474, -0.964, 0.467, 0.489, -0.947, 0.483, 0.471]}

***

Entry 3:
{"formula": "CH5O2", "method": "ωB97M-V/def2-TZVPD", "de_lowest_kcal_mol": 3.41, "e_tot_ev": -5212.7966, "lumo_ev": 4.7154, "charge": -1, "symbols": ["O", "H", "C", "O", "H", "H", "H", "H"], "xyz": [[-1.612487, -0.269935, 0.726218], [-1.842023, -0.551588, 1.621692], [1.270428, -0.356770, -0.326160], [0.365348, 0.683147, -0.524415], [1.915699, -0.458969, -1.208906], [0.742423, -1.300933, -0.154812], [1.913663, -0.186113, 0.549338], [-0.430106, 0.436494, 0.078587]], "atomic_forces_ev_per_a": [[-0.2, -0.1, 0.2], [0.3, 0.2, -0.2], [-0.1, 0.1, -0.1], [0.1, 0.1, 0.1], [0.1, 0.0, 0.0], [0.0, -0.1, 0.0], [0.2, 0.0, 0.1], [-0.3, -0.2, 0.0]], "nbo_charge": [-1.308, 0.409, -0.233, -0.810, 0.128, 0.171, 0.118, 0.524]}

***

Entry 4:
{"formula": "C6H8AgO6", "method": "ωB97M-V/def2-TZVPD", "de_lowest_kcal_mol": 72.72, "e_tot_ev": -22611.0085, "lumo_ev": [-9.2452, -13.7827], "charge": 2, "multiplicity": 2, "symbols": ["O", "C", "O", "O", "C", "C", "C", "C", "Ag", "H", "H", "H", "H", "H", "H", "O", "C", "O", "H", "O", "H"], "xyz": [[-0.507841, -3.680673, -0.941088], [-0.408933, -2.441550, -0.961954], [-1.008007, -1.870288, -1.989668], [0.365359, -1.817766, -0.150133], [0.783690, -0.439409, -0.375865], [-0.377638, 0.495937, -0.462280], [-0.478968, 1.423450, -1.420391], [-1.675307, 2.312208, -1.560064], [-1.009438, -3.895633, -2.890552], [1.430696, -0.400720, -1.260531], [1.392989, -0.225081, 0.508570], [-1.124488, 0.429081, 0.335086], [0.265671, 1.485779, -2.220385], [-1.378967, 3.353731, -1.386029], [-2.482022, 2.031229, -0.872872], [-2.214959, 2.325419, -2.898700], [-2.884369, 1.323572, -3.406540], [-4.039773, 1.487232, -3.819057], [-4.035546, 0.114648, -2.900510], [-2.903011, 0.210770, -2.678912], [-1.531260, -0.843315, -2.010844]], "atomic_forces_ev_per_a": [[0.9, 2.2, 2.6], [-0.1, -3.1, -0.2], [-2.1, 5.7, -0.5], [0.6, 1.6, 1.1], [-0.4, -0.9, -0.5], [0.9, -2.4, 3.2], [-1.0, 2.8, -3.1], [-0.3, -0.8, -0.7], [-0.9, -2.4, -3.4], [-0.1, 0.0, 0.1], [0.0, 0.3, 0.1], [0.0, -0.1, -0.2], [-0.1, 0.0, 0.1], [0.1, 0.1, 0.2], [0.1, 0.2, 0.1], [2.9, 1.5, -0.6], [-6.6, 0.9, 3.2], [1.8, 1.2, -2.6], [3.5, -0.3, 0.4], [-0.4, -3.1, 0.7], [1.2, -3.4, 0.0]], "nbo_charge": [-0.643, 0.994, -0.789, -0.414, -0.170, 0.063, 0.098, -0.160, 0.974, 0.249, 0.321, 0.266, 0.260, 0.318, 0.252, -0.431, 0.967, -0.519, 0.597, -0.792, 0.558]}